Density functional theory data (the ωB97M-V functional and the def2-TZVPD basis) for C18H48AlF2N7O12P2S2 as an isolated structure.

Summary:
Orbital gap in eV: 1.52
HOMO energy in eV: -13.01
Energy above the lowest of the compared OMol25 structures with the same formula, charge and spin in kJ/mol: 0.0
LUMO energy in eV: -11.492
Total charge: +2

```
92
C18H48AlF2N7O12P2S2, DFT the ωB97M-V functional and the def2-TZVPD basis
Al 1.348 0.878 -1.129
N -0.267 -0.825 0.597
S -1.523 -1.632 0.262
O -2.874 -1.283 0.644
O -1.272 -3.029 0.024
F -1.553 -1.121 -1.246
S -0.052 -1.527 2.101
O 0.121 -2.987 2.158
O -0.661 -0.845 3.200
F 1.514 -0.927 2.133
O 3.167 -1.327 -1.726
P 4.023 -2.416 -1.129
N 5.148 -3.003 -2.271
C 5.147 -2.619 -3.721
C 6.130 -4.073 -1.919
N 3.129 -3.746 -0.478
C 1.709 -3.901 -0.890
C 3.820 -4.772 0.367
N 4.993 -1.847 0.104
C 4.302 -1.440 1.271
C 6.222 -1.151 -0.129
H 4.204 -3.083 -4.010
H 5.919 -3.104 -4.318
H 5.078 -1.551 -3.928
H 6.333 -4.077 -0.849
H 6.886 -4.213 -2.692
H 5.730 -5.085 -1.989
H 1.367 -3.210 -1.660
H 1.508 -4.871 -1.344
H 1.126 -3.716 0.013
H 2.990 -5.288 0.849
H 4.173 -5.525 -0.338
H 4.514 -4.421 1.130
H 3.623 -2.119 1.786
H 4.989 -1.252 2.096
H 3.705 -0.563 1.020
H 7.110 -1.441 0.433
H 5.989 -0.116 0.124
H 6.353 -1.081 -1.209
O 0.109 2.895 0.686
P -0.286 3.510 1.963
N -1.780 2.962 2.570
C -2.186 3.295 3.907
C -2.741 2.105 1.796
N -0.413 5.225 1.878
C -1.256 5.866 0.834
C -0.343 5.993 3.164
N 0.918 3.204 3.190
C 0.863 1.998 4.024
C 2.219 3.766 3.081
H -2.807 2.540 4.388
H -2.738 4.235 3.924
H -1.322 3.405 4.563
H -3.011 1.215 2.364
H -2.478 1.875 0.763
H -3.679 2.657 1.742
H -2.214 6.251 1.183
H -0.660 6.602 0.294
H -1.537 5.159 0.053
H -1.306 6.017 3.675
H 0.394 5.557 3.838
H -0.249 7.067 3.000
H 1.611 2.043 4.816
H -0.072 1.892 4.574
H 1.096 1.152 3.377
H 2.896 3.253 2.398
H 2.761 3.855 4.023
H 2.232 4.763 2.641
C -4.066 0.973 -2.614
O -3.598 2.364 -2.829
C -2.464 2.706 -2.216
O -1.557 1.928 -1.879
O -2.519 4.044 -1.962
C -3.660 4.890 -2.269
H -3.831 0.442 -1.692
H -3.693 0.286 -3.374
H -5.151 1.065 -2.661
H -3.774 4.966 -3.351
H -3.380 5.890 -1.938
H -4.521 4.367 -1.851
C -3.750 -3.859 -1.194
O -5.023 -4.272 -1.732
C -5.700 -3.539 -2.597
O -5.597 -2.309 -2.797
O -6.642 -4.399 -3.139
C -7.140 -4.091 -4.461
H -3.113 -4.737 -1.082
H -3.822 -3.497 -0.168
H -3.259 -3.075 -1.770
H -8.209 -4.057 -4.252
H -6.843 -4.895 -5.134
H -6.877 -3.234 -5.081
```

Löwdin analysis output, partial charges in e: 1.057, -0.316, 0.390, -0.248, -0.278, -0.212, 0.594, -0.260, -0.254, -0.268, -0.405, 0.611, -0.203, -0.028, -0.050, -0.182, -0.032, -0.032, -0.321, -0.130, -0.083, 0.100, 0.098, 0.097, 0.086, 0.104, 0.088, 0.090, 0.110, 0.076, 0.103, 0.092, 0.099, 0.080, 0.109, 0.070, 0.106, 0.093, 0.086, -0.330, 0.639, -0.192, -0.086, -0.008, -0.191, -0.050, -0.060, -0.247, -0.048, -0.114, 0.118, 0.102, 0.074, 0.102, 0.078, 0.103, 0.104, 0.111, 0.064, 0.084, 0.080, 0.104, 0.106, 0.078, 0.078, 0.101, 0.105, 0.090, 0.017, -0.015, -0.546, 0.003, -0.054, -0.003, 0.080, 0.099, 0.102, 0.101, 0.095, 0.103, -0.036, 0.016, -0.525, 0.071, -0.018, -0.048, 0.095, 0.077, 0.080, 0.096, 0.089, 0.091